1.
8
Properties=species:S:1:pos:R:3:mulliken_charge:R:1 method="wB97M-V/def2-TZVPD" orbital_gap_ev=7.937
Si -2.414 -0.689 -2.015 0.1287
Si 1.070 0.288 0.848 0.7603
Cl 3.002 0.463 0.294 -0.2323
Cl 1.049 -1.423 1.924 -0.2253
H 0.178 -0.173 -0.149 -0.2131
H -2.665 0.787 -1.268 -0.0622
H -1.169 -0.798 -1.146 -0.0192
H 0.949 1.545 1.511 -0.1369



2.
83
Properties=species:S:1:pos:R:3:mulliken_charge:R:1 method="wB97M-V/def2-TZVPD" orbital_gap_ev=3.417 charge=-1
N 1.247 5.907 1.933 -0.5280
C 1.932 7.068 1.308 -0.6238
C 0.924 7.794 0.326 -0.1330
C 0.260 9.079 0.927 -0.6196
C -0.963 8.794 1.880 -0.8954
N -1.770 7.668 1.373 0.2827
C -1.822 6.572 2.201 -0.1316
C -2.611 5.624 1.458 -0.5602
C -3.021 6.293 0.147 -0.6335
C -2.421 7.608 0.156 -0.3588
H 1.684 5.706 2.842 -0.0611
H 2.358 7.778 2.072 0.2920
H 2.742 6.629 0.641 0.1324
H 0.208 7.028 -0.051 -0.2229
H 1.515 8.133 -0.576 0.4060
H -0.114 9.698 0.065 0.2973
H 1.002 9.678 1.520 0.3919
H -0.669 8.673 2.950 0.3618
H -1.642 9.696 1.855 0.3293
H -1.329 6.517 3.179 0.2797
H -2.829 4.611 1.836 0.4023
H -3.649 5.854 -0.651 0.4227
H -2.458 8.390 -0.621 0.3173
C 0.183 3.314 -0.313 -0.8846
C -1.179 3.503 -0.967 0.0577
C -1.381 2.581 -2.175 -0.5899
C -0.358 2.856 -3.216 0.2583
N 0.431 3.069 -4.021 -0.4880
H 0.996 3.570 -0.997 0.3780
H 0.279 3.965 0.562 0.1943
H 0.319 2.279 0.014 0.0361
H -1.280 4.550 -1.264 0.1506
H -1.963 3.305 -0.232 0.1691
H -2.372 2.738 -2.608 0.3520
H -1.305 1.534 -1.872 0.2572
C 3.143 -1.199 1.437 -0.7779
C 2.967 -0.074 2.450 -0.6113
C 1.544 0.007 3.005 -0.3925
C 0.584 0.260 1.903 0.3126
N -0.151 0.455 1.046 -0.5111
H 2.511 -1.050 0.560 0.0440
H 4.176 -1.240 1.089 0.3574
H 2.895 -2.168 1.880 0.2761
H 3.235 0.874 1.977 0.3604
H 3.664 -0.227 3.278 0.3295
H 1.469 0.817 3.732 0.3131
H 1.272 -0.924 3.506 0.2420
C -0.189 -5.232 -1.380 -0.9958
C 0.160 -3.788 -1.045 -0.3851
C 1.658 -3.490 -1.166 -0.2533
C 2.430 -4.346 -0.230 0.2921
N 3.025 -5.012 0.490 -0.5298
H 0.285 -5.929 -0.691 0.2481
H -1.260 -5.387 -1.308 0.3393
H 0.126 -5.485 -2.398 0.2664
H -0.180 -3.568 -0.029 0.2592
H -0.388 -3.123 -1.717 0.3115
H 1.854 -2.444 -0.930 0.1403
H 2.005 -3.678 -2.184 0.3352
C 1.844 -6.332 3.477 -0.9046
C 0.536 -6.008 4.190 -0.3818
C -0.633 -6.872 3.710 -0.5085
C -0.871 -6.658 2.259 0.2813
N -1.059 -6.492 1.140 -0.3939
H 1.780 -6.136 2.407 0.1294
H 2.654 -5.715 3.870 0.3042
H 2.118 -7.382 3.619 0.3256
H 0.301 -4.951 4.038 0.2626
H 0.669 -6.157 5.265 0.3043
H -1.542 -6.614 4.257 0.2788
H -0.423 -7.930 3.882 0.2750
C -1.998 -5.350 -6.502 -1.1506
C -1.255 -6.481 -5.798 -0.3803
C -2.114 -7.197 -4.752 -0.3930
C -2.540 -6.240 -3.700 0.2818
N -2.869 -5.500 -2.890 -0.5007
H -2.292 -4.565 -5.802 0.3520
H -1.359 -4.889 -7.257 0.3285
H -2.897 -5.722 -7.000 0.2981
H -0.358 -6.075 -5.324 0.2521
H -0.924 -7.208 -6.543 0.3207
H -1.545 -8.003 -4.286 0.2704
H -3.001 -7.632 -5.216 0.3399



3.
37
Properties=species:S:1:pos:R:3:mulliken_charge:R:1 method="wB97M-V/def2-TZVPD" orbital_gap_ev=7.680 charge=-1
Be -0.561 -0.500 -0.051 1.2241
C 3.225 -0.679 -2.538 0.6745
F 3.679 -1.344 -3.592 -0.2121
F 3.234 -1.625 -1.596 -0.2261
F 3.925 0.433 -2.215 -0.1709
S 1.275 -0.253 -2.841 0.7666
O 1.030 0.394 -4.115 -0.5704
O 0.576 -1.518 -2.666 -0.6329
N 0.979 0.749 -1.427 -0.1995
S 1.144 2.261 -1.927 0.9150
O 2.424 2.545 -2.507 -0.6141
O 0.066 2.831 -2.801 -0.6359
C 1.053 3.203 -0.230 0.5956
F 1.331 4.480 -0.360 -0.2163
F -0.181 3.069 0.283 -0.1898
F 1.985 2.819 0.654 -0.2282
C -3.477 0.878 3.144 -1.1428
C -2.268 0.718 2.211 0.8124
O -2.297 1.116 1.038 -0.7055
O -1.390 0.000 2.642 -0.6411
H -4.256 1.317 2.521 0.3014
H -3.154 1.490 3.985 0.2763
H -3.891 -0.016 3.610 0.3059
B 0.760 -3.008 1.504 0.6213
H 0.071 -2.434 2.105 -0.2089
H 0.806 -2.610 0.502 -0.5318
H 1.724 -2.848 1.961 -0.2637
H 0.443 -4.034 1.394 -0.2265
O -2.079 0.096 -1.866 -0.4169
H -3.031 0.156 -1.797 0.2323
H -1.914 -0.026 -2.801 0.2667
O 1.269 0.306 1.740 -0.3968
H 2.196 0.544 1.756 0.2088
H 1.003 0.312 2.659 0.2286
O -1.881 -2.549 0.540 -0.4831
H -1.340 -3.161 1.040 0.2425
H -2.479 -3.108 0.043 0.2412



What did we get for DFT total energy? Answer: -1501.72905, -1478.85836, -2327.17367 a.u., in the order shown.
What did we get for LUMO level? Answer: -1.34, 1.94, 1.61 eV, in the order shown.
What did we get for M? Answer: 131.11, 482.74, 417.09 g/mol, in the order shown.